{
  "formula": "C4H7N4",
  "method": "wB97M-V/def2-TZVPD",
  "symbols": ["C", "C", "C", "C", "N", "N", "N", "N", "H", "H", "H", "H", "H", "H", "H"],
  "coordinates": [[-1.258949, 0.608419, -0.709832], [-1.385560, 0.114580, 1.487584], [-0.423840, 0.369275, 0.395703], [1.397801, -0.479716, -0.751869], [-2.510052, 0.399483, -0.428478], [-2.582489, 0.128716, 0.896213], [2.692142, -0.674210, -0.926870], [0.943792, 0.114979, 0.323413], [-0.904823, 0.913616, -1.764300], [-1.119931, -0.279786, 2.525331], [0.569603, -0.715809, -1.499618], [-3.479569, 0.309900, 1.299106], [3.224793, -1.203951, -1.563626], [3.288711, -0.345617, -0.125711], [1.548372, 0.740123, 0.842956]],
  "atomic_forces_ev_per_a": [[1.46, -0.03, -1.77], [3.52, -0.89, -0.61], [-3.97, -0.30, 2.33], [-0.24, -0.58, -1.31], [-1.19, 0.86, 0.18], [0.91, 0.60, -0.92], [0.32, 1.58, 2.82], [0.38, 0.86, -0.08], [-0.92, -0.61, 1.80], [-0.87, 0.96, -1.58], [1.69, -0.38, 0.90], [-0.39, -0.45, 0.43], [-0.25, -0.70, -1.36], [-0.73, -0.50, -1.20], [0.29, -0.41, 0.36]],
  "lumo_ev": -4.006,
  "relative_energy_kcal_mol": 27.79,
  "total_charge": 1,
  "e_tot_ha": -375.3582,
  "homo_lumo_gap_ev": 9.11,
  "smiles": "N/C=[NH+]/c1cn[nH]c1"
}